Density functional theory data (ωB97M-V with the def2-TZVPD basis set) for a molecular structure, C48H127F3N11O13Sr in a non-equilibrium geometry.

Summary:
Relative energy (zero: lowest compared OMol25 entry of this formula, charge and spin) in kJ/mol: 0.0
LUMO energy in Eh: -0.125
M in g/mol: 1211.2
Orbital gap in eV: 6.86
Total charge: +1
HOMO energy in Ha: -0.3773
E in Ha: -3815.2654

Cartesian coordinates (Å):
Sr1 -1.872 1.275 -3.761
C1 -0.716 -0.049 -0.720
O1 -0.231 1.313 -0.876
O2 -1.521 -0.234 -1.777
C2 0.390 -1.090 -0.528
F1 1.078 -1.372 -1.644
F2 1.277 -0.752 0.410
F3 -0.188 -2.235 -0.115
C3 0.403 1.962 0.218
C4 0.841 3.323 -0.294
H1 1.269 3.986 0.454
H2 1.557 3.188 -1.104
H3 -0.090 3.766 -0.660
H4 1.278 1.446 0.617
H5 -0.283 2.040 1.069
H6 -1.355 -0.041 0.174
C5 -3.655 -3.745 -1.685
C6 -2.324 -3.957 -2.389
C7 -2.265 -5.287 -3.118
O3 -2.102 -6.338 -2.210
C8 -1.752 -7.571 -2.809
N1 -2.180 -2.874 -3.384
H7 -4.487 -4.058 -2.331
H8 -3.903 -2.722 -1.400
H9 -3.817 -4.400 -0.821
H10 -1.534 -3.919 -1.636
H11 -1.474 -5.228 -3.883
H12 -3.140 -5.461 -3.766
H13 -1.710 -8.307 -2.007
H14 -0.770 -7.527 -3.281
H15 -2.520 -7.901 -3.514
H16 -3.066 -2.826 -3.890
H17 -2.248 -2.021 -2.826
C9 2.818 -4.320 -5.771
C10 1.515 -4.548 -5.001
C11 1.687 -5.683 -3.994
O4 1.950 -6.919 -4.605
C12 2.231 -7.937 -3.672
N2 1.101 -3.313 -4.354
H18 3.632 -3.915 -5.166
H19 2.611 -3.573 -6.541
H20 3.153 -5.226 -6.274
H21 0.765 -4.842 -5.739
H22 0.766 -5.784 -3.396
H23 2.441 -5.421 -3.235
H24 1.482 -7.939 -2.876
H25 3.233 -7.763 -3.255
H26 2.336 -8.914 -4.141
H27 1.748 -3.137 -3.586
H28 0.201 -3.439 -3.891
C13 3.811 3.282 1.944
C14 4.603 2.243 1.164
C15 4.559 0.880 1.850
O5 5.093 0.999 3.155
C16 4.455 0.093 4.047
N3 4.077 2.136 -0.210
H29 2.766 3.023 2.152
H30 3.836 4.276 1.492
H31 4.195 3.374 2.968
H32 5.632 2.602 1.081
H33 5.149 0.182 1.252
H34 3.503 0.588 1.923
H35 4.466 -0.927 3.657
H36 3.467 0.456 4.339
H37 5.073 0.082 4.949
H38 3.188 1.646 -0.212
H39 3.906 3.092 -0.498
C17 -2.738 2.573 4.818
C18 -1.919 1.930 3.738
C19 -1.330 0.575 4.093
O6 -0.371 0.210 3.122
C20 0.394 -0.895 3.537
N4 -2.754 1.739 2.505
H40 -2.124 2.795 5.697
H41 -3.375 1.815 5.296
H42 -3.367 3.370 4.433
H43 -1.083 2.561 3.418
H44 -2.135 -0.147 4.252
H45 -0.785 0.764 5.026
H46 -0.210 -1.790 3.737
H47 0.883 -0.692 4.498
H48 1.148 -1.207 2.818
H49 -2.099 1.218 1.922
H50 -2.932 2.637 2.067
C21 2.392 0.183 -3.819
C22 1.698 1.524 -3.656
C23 2.577 2.784 -3.686
O7 1.725 3.926 -3.626
C24 2.361 5.056 -3.062
N5 0.599 1.654 -4.678
H51 2.820 -0.005 -4.808
H52 1.685 -0.648 -3.784
H53 3.136 0.111 -3.027
H54 1.187 1.619 -2.691
H55 3.106 2.917 -4.643
H56 3.324 2.776 -2.888
H57 1.729 5.935 -3.204
H58 3.294 5.300 -3.578
H59 2.541 4.973 -1.987
H60 0.441 2.659 -4.769
H61 1.103 1.386 -5.526
C25 -2.062 6.005 -2.622
C26 -2.247 4.517 -2.291
C27 -3.673 4.046 -2.527
O8 -3.751 2.622 -2.419
C28 -3.724 2.088 -1.078
N6 -1.373 3.787 -3.273
H62 -2.431 6.278 -3.615
H63 -1.031 6.358 -2.568
H64 -2.608 6.663 -1.938
H65 -1.882 4.320 -1.286
H66 -4.014 4.304 -3.532
H67 -4.383 4.428 -1.790
H68 -3.860 1.013 -1.159
H69 -4.519 2.459 -0.426
H70 -2.757 2.309 -0.624
H71 -0.448 4.169 -3.100
H72 -1.683 4.004 -4.215
C29 4.216 -2.645 0.373
C30 3.123 -3.575 0.847
C31 3.324 -5.019 0.355
O9 2.320 -5.968 0.584
C32 1.054 -5.628 0.064
N7 3.064 -3.455 2.321
H73 5.174 -2.870 0.847
H74 3.958 -1.600 0.518
H75 4.404 -2.797 -0.697
H76 2.145 -3.212 0.528
H77 4.324 -5.339 0.655
H78 3.422 -4.933 -0.741
H79 1.137 -5.447 -1.017
H80 0.715 -4.667 0.460
H81 0.316 -6.408 0.217
H82 2.245 -4.036 2.530
H83 3.798 -3.963 2.810
C33 1.317 5.928 2.672
C34 0.671 4.738 3.370
C35 1.553 4.152 4.463
O10 0.839 3.063 5.012
C36 1.568 2.400 6.006
N8 -0.619 5.189 3.901
H84 2.191 5.636 2.084
H85 1.654 6.755 3.306
H86 0.615 6.424 1.999
H87 0.511 3.982 2.594
H88 1.701 4.902 5.252
H89 2.549 3.930 4.062
H90 2.577 2.109 5.697
H91 1.118 1.455 6.322
H92 1.652 2.980 6.932
H93 -0.422 5.980 4.516
H94 -0.963 4.505 4.573
C37 4.206 9.442 -3.154
C38 3.807 7.976 -2.903
C39 2.319 7.912 -2.479
O11 1.901 6.609 -2.100
C40 2.522 6.144 -0.923
N9 4.046 7.316 -4.203
H95 3.944 10.066 -2.295
H96 3.712 9.892 -4.017
H97 5.282 9.481 -3.309
H98 4.506 7.588 -2.164
H99 1.623 8.212 -3.262
H100 2.232 8.630 -1.653
H101 3.569 5.854 -1.041
H102 2.036 5.196 -0.669
H103 2.338 6.790 -0.063
H104 3.698 6.357 -4.158
H105 3.393 7.763 -4.844
C41 -5.495 -6.842 0.849
C42 -4.295 -7.428 1.590
C43 -3.023 -6.622 1.429
O12 -3.148 -5.371 2.078
C44 -2.115 -4.486 1.718
N10 -4.635 -7.525 3.032
H106 -5.190 -6.601 -0.180
H107 -5.891 -5.941 1.315
H108 -6.305 -7.555 0.686
H109 -4.075 -8.400 1.137
H110 -2.882 -6.488 0.347
H111 -2.172 -7.215 1.779
H112 -1.883 -4.488 0.646
H113 -1.191 -4.741 2.245
H114 -2.457 -3.473 1.932
H115 -5.648 -7.561 3.086
H116 -4.448 -6.614 3.445
C45 -4.662 -0.935 1.565
C46 -5.431 -0.944 2.867
C47 -4.935 -1.896 3.949
O13 -5.902 -1.970 4.969
C48 -5.349 -2.587 6.109
N11 -5.601 0.460 3.316
H117 -3.628 -0.598 1.703
H118 -5.045 -0.254 0.800
H119 -4.585 -1.883 1.023
H120 -6.454 -1.231 2.602
H121 -3.988 -1.543 4.378
H122 -4.744 -2.858 3.455
H123 -6.078 -2.728 6.905
H124 -4.532 -1.981 6.519
H125 -4.936 -3.575 5.878
H126 -5.765 0.408 4.319
H127 -4.713 0.954 3.178